Computed, not measured: C5H11NO2 in the gas phase at a distorted geometry, with ωB97M-V/def2-TZVPD.

Cartesian coordinates (Å):
C (0.96365, -1.41846, -0.16379)
H (-0.97331, -2.30240, 0.74423)
H (1.55385, -2.13987, 0.35910)
C (-1.12687, -0.10168, 0.25603)
H (-0.06065, 0.59600, -1.36598)
C (-0.00590, 0.71969, -0.25620)
H (-3.19639, 0.26892, 0.31625)
H (1.32015, 0.13291, 1.32355)
O (2.51663, 0.40633, -0.30554)
H (1.30246, -1.50851, -1.21178)
O (-2.30405, 0.24483, -0.45485)
H (-1.02456, -1.84748, -0.99529)
C (1.29092, -0.00755, 0.22374)
H (-1.30580, 0.15491, 1.29243)
H (-0.12829, 2.27221, 0.95897)
H (2.59601, 1.39899, -0.16107)
C (-0.58299, -1.58709, -0.02684)
H (-0.80331, 2.58492, -0.50472)
N (-0.03154, 2.13334, -0.02824)

Highest occupied orbital energy in eV: -9.1888
LUMO in eV: 0.47
Charge: 0

Results of the Mulliken charge analysis, in e, for atoms 1 through 8:
1. C -0.8364
2. H 0.3308
3. H 0.3902
4. C -0.0845
5. H 0.2790
6. C -0.1912
7. H 0.3878
8. H 0.2863



Computed, not measured: C8H10BeO6P as an isolated structure at a distorted geometry, with ωB97M-V/def2-TZVPD.

Cartesian coordinates (Å):
H (1.30688, -1.93192, 3.32142)
C (0.38649, 2.68165, -0.75566)
C (0.19636, -2.52516, 0.06434)
C (-1.49675, 2.77950, -2.50880)
C (2.08791, -0.30914, 1.44262)
H (2.79527, -0.96705, 1.97479)
O (-2.68683, -0.44500, -2.52336)
O (1.05186, 3.53893, -0.36865)
H (0.19455, -3.04653, 2.68139)
H (1.86225, 0.51705, 2.13476)
H (0.91646, -2.52372, -0.76121)
Be (-0.64748, 1.17286, -1.05470)
C (-2.00031, 1.87828, 0.01790)
H (2.54734, 0.08117, 0.52851)
H (-0.83574, -2.48746, -0.28811)
H (-0.39878, -1.62436, 3.50524)
C (0.62225, 0.76294, -2.46193)
O (-0.51827, -0.08364, 0.77748)
C (-1.91527, 0.28153, -2.09101)
O (-2.33387, 3.57369, -2.27897)
O (-2.78551, 2.20452, 0.76308)
P (0.49288, -1.14971, 1.16475)
H (0.30016, -3.44936, 0.65371)
C (0.35484, -1.97431, 2.79090)
H (-0.86371, 2.54732, -3.44929)
O (1.36704, 0.49790, -3.27921)

Highest occupied orbital energy (spin up / spin down) in eV: -10.8423 / -10.8430
LUMO (spin up / spin down) in eV: -4.90 / -4.90
Charge: +1

Results of the Mulliken charge analysis, in e, for atoms 1 through 8:
1. H 0.3745
2. C 0.0816
3. C -1.1493
4. C -0.1095
5. C -1.1309
6. H 0.4230
7. O -0.1987
8. O -0.2319



Computed, not measured: C29H32BrGaN3 as an isolated structure, with ωB97M-V/def2-TZVPD.

Cartesian coordinates (Å):
C (2.67312, 4.04857, 1.93526)
C (2.95259, 0.94834, -0.83985)
H (-2.27962, 4.96436, -1.88071)
H (3.07861, -3.73047, -1.95569)
H (1.72647, -5.77916, -1.96455)
H (-2.73000, 0.16148, 2.96031)
H (-2.05472, 1.62060, 0.80844)
H (2.27996, 0.39577, 6.37127)
H (-3.22000, 3.69613, 0.05475)
C (0.03278, -2.35303, -1.62137)
C (-0.13761, -4.74093, -1.74299)
C (0.89085, 0.74667, 4.01522)
C (2.03838, 2.90544, 2.68144)
H (-2.49896, -2.43161, 1.80595)
H (2.94745, 3.38547, 4.56719)
H (-0.74141, -5.63785, -1.73959)
C (-0.10706, 2.38977, -1.70737)
C (2.02262, -0.09578, -0.89806)
H (-1.51617, 0.16826, 4.23386)
N (-0.62694, 1.71347, -0.67249)
N (-0.17375, 0.04209, 1.87653)
H (0.61534, -2.49744, 2.40742)
C (-0.14056, -2.15606, 3.11922)
H (-0.77594, -3.00688, 3.37241)
C (-0.74108, -3.50114, -1.61603)
C (2.27172, -1.17471, -1.76300)
C (4.28465, -0.08292, -2.54711)
H (2.12256, 4.28821, 1.02380)
H (0.37338, -1.85352, 4.02570)
C (-1.71585, 2.18264, -0.05339)
H (2.73104, 2.09349, 6.54803)
C (1.19255, 2.02699, 2.02501)
H (2.80491, 1.76816, -0.14726)
H (0.94342, 2.25254, 0.99475)
H (2.71792, 4.94608, 2.55168)
H (1.05100, 1.59718, 6.74766)
C (-0.99269, -1.04309, 2.48643)
H (-1.15415, -2.27134, 0.70060)
C (2.00107, -3.65948, -1.88173)
Ga (0.36555, 0.00797, 0.10689)
C (-1.99490, -0.45529, 3.48374)
C (2.29697, 2.70163, 4.03327)
C (-2.34169, 3.34237, -0.46628)
N (-0.60851, -1.06415, -1.43839)
H (0.47632, -0.07501, 4.57356)
H (-2.52946, -1.25513, 3.99887)
C (1.24069, -4.81708, -1.87494)
C (1.96223, 1.42028, 6.17285)
H (-1.61741, -1.17513, -1.42379)
H (0.78875, 1.98630, -2.16403)
C (1.41774, -2.39821, -1.76060)
H (3.69859, 3.79972, 1.65071)
H (-2.38683, -0.97435, 0.82088)
Br (0.09510, 4.46565, -3.60562)
C (0.61889, 0.91137, 2.65838)
H (-1.81804, -3.42509, -1.51181)
C (4.07611, 0.95955, -1.65636)
H (3.57205, -1.95843, -3.28103)
C (-1.80095, -1.71072, 1.38094)
H (5.14513, -0.07697, -3.20368)
C (-0.68234, 3.56021, -2.16313)
C (-1.81913, 4.04722, -1.53828)
H (-0.37765, -0.44661, -2.21560)
H (4.78131, 1.77886, -1.59923)
C (1.71607, 1.63714, 4.70296)
C (3.39430, -1.14265, -2.59114)

Highest occupied orbital energy in eV: -10.2537
LUMO in eV: -3.14
Charge: +1

Results of the Mulliken charge analysis, in e, for atoms 1 through 8:
1. C -1.8238
2. C -0.0023
3. H 0.4788
4. H 0.5427
5. H 0.4288
6. H 0.3511
7. H 0.2992
8. H 0.3600



Computed relative energy (zero: lowest compared OMol25 entry of this formula, charge and spin), in the same sequence as the records: 47.0; 0.0; 0.0 kcal/mol.